# C92H204BrN3O4P4

A cluster of 13 separate species, C92H204BrN3O4P4 in total in a non-equilibrium geometry (ωB97M-V with the def2-TZVPD basis set, the OMol25 dataset).

The geometry in XYZ format:
```
308
Properties=species:S:1:pos:R:3:forces:R:3
C 5.15389 -7.81244 14.80757 -2.0 -1.5 -1.2
C 3.59515 -7.47162 14.86579 1.7 -3.5 3.2
C 3.14232 -6.47409 13.90848 0.0 1.1 -1.2
C 3.62308 -5.02790 14.08184 -0.2 0.6 1.3
P 2.88620 -3.82482 12.97150 3.7 -1.4 0.1
C 1.28435 -4.06917 12.57303 -4.3 -0.5 1.3
C 0.37261 -4.07906 13.91022 1.4 -4.0 -1.5
C -1.06011 -4.46044 13.60154 -0.2 -0.9 1.6
C -2.02713 -3.33837 13.35619 -0.5 -1.0 -0.6
C 3.44968 -2.16914 13.08683 -1.0 2.8 -0.9
C 3.36097 -1.18904 11.77849 -1.3 -0.1 3.6
C 4.08427 0.15957 12.13287 0.1 -1.5 1.3
C 3.50386 1.14069 11.20733 1.4 2.8 0.5
C 3.97732 -4.71886 10.91955 -3.4 1.6 -0.8
C 3.21532 -3.77597 10.30808 -1.0 -0.8 -3.3
C 5.44128 -8.70232 6.86317 -1.6 -1.2 -0.6
C 5.67612 -9.99884 6.63588 0.7 2.8 1.0
H 5.75394 -6.95706 14.83849 0.8 1.6 0.3
H 5.39015 -8.29229 13.81432 -0.2 0.1 1.1
H 5.44316 -8.45175 15.65289 -0.1 0.0 -0.5
H 3.40520 -7.36405 15.98344 -0.2 0.8 -1.4
H 3.00358 -8.43691 14.66617 1.0 1.3 0.0
H 2.06616 -6.41221 14.02632 -0.4 -0.3 -0.8
H 3.51887 -6.89443 12.94515 -0.9 0.6 0.2
H 4.68832 -4.86318 13.99287 0.4 -0.2 -0.1
H 3.36746 -4.65897 15.09592 0.1 -0.4 -0.1
H 0.95882 -5.01472 12.06272 0.8 1.0 0.0
H 0.98729 -3.17348 12.06747 -0.4 0.3 -1.0
H 0.40557 -3.21526 14.45449 0.3 2.5 1.2
H 0.87012 -4.87152 14.55555 -0.9 0.9 -0.5
H -1.42997 -5.05814 14.45818 0.3 0.6 0.1
H -1.21010 -5.20541 12.84793 0.6 -0.4 -1.0
H -2.26854 -3.25947 12.29340 0.1 0.6 0.2
H -1.77026 -2.43228 13.84179 0.4 1.1 0.1
H -2.90611 -3.68771 13.84799 -1.1 0.2 0.1
H 4.45905 -2.07408 13.43173 0.6 -0.5 0.5
H 2.80325 -1.55318 13.76560 0.5 -0.8 0.0
H 2.24588 -1.14704 11.58358 1.2 0.8 0.2
H 3.74664 -1.58207 10.92163 1.4 -1.1 -2.0
H 5.21067 0.09310 12.16144 -1.2 -0.3 -0.2
H 3.74585 0.48911 13.15011 0.5 -0.5 -0.6
H 3.93085 2.17562 11.35810 -0.6 -0.9 0.1
H 2.50761 1.08507 11.53466 -1.8 0.8 -0.5
H 3.62951 0.97391 10.17440 0.0 -0.7 -1.3
H 3.26423 -5.52213 10.93204 1.1 -1.4 1.0
H 5.00444 -4.68571 11.02894 1.8 -0.3 0.5
H 3.43376 -2.93542 9.65712 0.6 0.1 0.7
H 2.19867 -4.16755 10.05951 0.6 0.8 0.4
H 6.22176 -8.08775 7.13934 1.6 1.8 -0.3
H 4.41072 -8.30799 6.84909 0.6 -0.2 0.6
H 4.87012 -10.54395 6.97680 -1.5 -2.3 -0.7
H -12.01269 -5.50775 7.08109 0.0 0.0 0.0
H 6.70053 -10.28785 6.55293 0.3 -0.8 0.2
C 2.70759 -7.91206 -3.27494 -0.4 -2.6 -0.6
C 2.75933 -7.02512 -4.44548 1.8 -1.1 -1.3
C 1.57541 -7.14073 -5.34203 -0.9 -0.9 -1.1
C 1.53688 -6.06391 -6.42315 0.5 0.8 -0.2
P 0.12380 -5.92440 -7.53614 0.7 -2.6 0.6
C 0.44622 -4.51515 -8.59104 1.3 1.9 0.9
C -0.56447 -4.38799 -9.72935 0.6 0.0 -0.2
C -0.77582 -2.93617 -10.05887 0.0 1.5 -0.9
C -1.44764 -2.03199 -8.97651 -0.7 -1.7 -1.1
C 0.14608 -7.52366 -8.57106 1.3 1.5 1.2
C -1.23561 -7.95754 -8.89466 -1.6 -0.8 1.3
C -1.34591 -9.40169 -9.40521 0.5 0.7 0.5
C -2.78736 -9.76156 -9.57983 -0.5 -1.7 -0.1
C -1.29025 -5.85291 -6.36754 -0.2 -0.2 -0.6
C -2.60652 -5.38958 -7.05075 1.5 -0.4 -0.9
C -3.67769 -4.81353 -6.18298 -0.9 -0.7 0.4
C -3.16937 -3.91423 -5.09647 1.0 1.6 0.5
H 3.68517 -8.16945 -2.93433 0.8 -0.3 0.2
H 2.22382 -8.83280 -3.66832 0.3 0.1 0.9
H 2.20276 -7.57984 -2.41059 -1.1 0.7 0.8
H 3.69154 -7.32784 -5.00553 -0.8 0.7 0.3
H 2.87402 -6.08143 -4.05981 0.4 2.8 0.3
H 0.65988 -7.04498 -4.70154 0.5 -0.5 -0.7
H 1.68300 -8.14510 -5.86793 -0.8 0.9 0.9
H 2.45247 -6.03097 -7.04216 -0.2 -0.2 0.2
H 1.47480 -5.10052 -5.92342 0.1 0.4 0.2
H 1.48405 -4.67171 -8.99300 -0.9 -0.3 0.2
H 0.64796 -3.50646 -8.03040 -1.0 -1.9 -0.4
H -1.54516 -4.78493 -9.45056 0.3 -0.5 -0.4
H -0.06142 -4.91797 -10.57198 -1.1 0.2 0.3
H -1.38979 -2.83426 -10.98667 0.4 -0.2 0.7
H 0.20853 -2.50066 -10.33434 -0.4 -0.1 0.2
H -0.85439 -1.72134 -8.15782 0.8 0.0 0.9
H -2.38630 -2.48129 -8.61407 0.4 -0.1 0.1
H -1.76975 -1.15939 -9.47650 -0.3 1.2 -0.6
H 0.67902 -8.23552 -7.90755 -0.5 0.2 -0.2
H 0.84813 -7.36079 -9.39408 -0.3 0.0 -0.3
H -1.75705 -7.22783 -9.53799 0.1 -0.4 0.1
H -1.79265 -7.99921 -7.88244 0.5 0.3 -1.5
H -0.88562 -10.00142 -8.61291 0.0 -0.3 -0.3
H -0.76995 -9.51731 -10.30316 0.3 -0.2 -0.6
H -2.97281 -10.77148 -10.05712 0.4 1.2 0.5
H -3.31155 -9.00859 -10.14124 -0.3 0.3 -0.4
H -3.21409 -9.80834 -8.58425 -0.5 0.0 0.1
H -0.81757 -5.04122 -5.78316 -0.7 -0.2 0.6
H -1.42456 -6.82037 -5.79905 0.5 1.0 -0.5
H -3.00990 -6.20906 -7.67091 0.1 0.4 0.2
H -2.24254 -4.62861 -7.74506 -0.5 0.2 0.0
H -4.21190 -5.67154 -5.72169 -0.1 0.6 -0.2
H -4.37347 -4.28249 -6.85442 0.1 -0.2 0.4
H -2.37865 -3.19196 -5.44339 -0.5 -0.9 0.1
H -2.74152 -4.46248 -4.24579 0.0 0.1 -0.3
H -3.92778 -3.23954 -4.69363 -0.3 -0.3 0.0
C 5.91711 4.85446 -4.95115 1.4 -1.6 1.4
C 6.42677 4.59697 -3.47391 1.2 1.6 -1.0
C 6.98816 5.93754 -2.87004 0.4 -1.2 0.4
C 7.87798 5.82577 -1.57044 -0.5 0.7 -1.4
P 7.18211 5.08620 -0.10114 -0.3 -0.7 -0.1
C 8.23149 5.61384 1.32537 -0.7 0.1 0.4
C 8.39291 4.61457 2.49928 -0.4 -0.2 -0.5
C 9.29092 5.24001 3.55511 -0.8 -0.5 0.4
C 9.44747 4.33862 4.79297 -0.3 -1.0 -1.3
C 5.42993 5.60122 0.00377 0.4 0.7 0.8
C 4.91862 5.41614 1.46783 -0.2 0.1 -1.3
C 3.40342 5.37092 1.63173 0.5 0.5 0.9
C 3.17692 5.39208 3.14277 1.0 -0.4 1.1
C 7.21396 3.26754 -0.34777 1.0 1.7 -0.1
C 6.56600 2.44656 0.68299 -0.9 -1.4 1.0
C 6.90645 0.93791 0.52153 0.2 0.6 -0.6
C 5.90969 0.09773 1.28257 -2.0 0.2 -1.1
H 5.09340 5.53881 -4.98434 -0.4 0.4 0.1
H 5.61101 3.85328 -5.31074 0.1 0.7 -0.3
H 6.76066 5.23865 -5.53283 -0.3 -0.1 -0.2
H 7.19861 3.78345 -3.42371 -0.6 0.7 -0.3
H 5.59589 4.29557 -2.89157 -0.9 -0.6 0.7
H 6.20475 6.63050 -2.66504 -1.0 0.3 0.2
H 7.58159 6.48696 -3.59793 0.3 -0.3 -0.1
H 8.09064 6.87929 -1.29000 0.5 -0.6 -0.1
H 8.75705 5.25932 -1.88516 0.3 0.3 0.5
H 7.72742 6.51918 1.73573 0.5 -0.3 -0.4
H 9.24875 5.86559 0.97284 -0.6 0.1 -0.2
H 8.83867 3.68276 2.11395 0.0 0.2 0.2
H 7.41920 4.34870 2.92703 0.1 0.1 -0.1
H 8.86702 6.23213 3.80715 0.6 -0.4 0.0
H 10.24494 5.30591 3.07054 0.8 0.7 0.0
H 8.50088 4.18991 5.30937 -0.1 0.1 0.1
H 10.16483 4.73770 5.47778 0.4 0.2 0.4
H 9.79169 3.32549 4.43423 -0.2 0.9 0.5
H 4.81041 5.03599 -0.67138 0.0 -0.8 -0.4
H 5.36003 6.62709 -0.41283 0.1 -0.2 0.7
H 5.24846 6.26173 2.06253 0.6 -0.2 0.3
H 5.27470 4.43334 1.80626 0.3 0.5 0.4
H 3.03734 4.47453 1.13719 -0.5 0.1 -0.1
H 2.95241 6.29073 1.28180 -0.2 0.0 -0.8
H 3.45159 4.42693 3.59235 -0.3 0.0 -0.1
H 2.18958 5.66733 3.49322 -0.3 0.0 -0.2
H 3.90900 6.08096 3.64573 -0.8 -0.2 -0.6
H 8.27918 3.01048 -0.36388 0.0 0.0 -0.8
H 6.65620 3.19429 -1.27500 0.5 -0.5 -0.5
H 5.47800 2.54054 0.48848 0.3 0.0 0.9
H 6.93155 2.74155 1.69586 -1.0 -0.2 -0.6
H 7.94708 0.80237 0.85157 -0.2 -0.2 -0.2
H 6.82023 0.66454 -0.55623 0.3 0.2 0.6
H 4.91216 0.20669 0.68632 1.5 -0.4 1.2
H 5.71762 0.44111 2.28918 0.0 0.4 0.3
H 6.15658 -0.95012 1.38609 0.2 -0.3 -0.3
C -1.24966 6.14618 -0.16711 -3.0 -0.7 0.0
C -1.79953 5.04933 0.76009 -0.7 0.5 -0.2
C -3.33359 5.29266 1.08720 1.8 1.7 0.4
C -3.99802 3.98006 1.40130 -0.7 0.1 1.6
P -5.73084 4.05822 1.90764 -0.1 1.1 -0.1
C -6.13465 2.44046 2.56675 -1.4 -1.1 0.3
C -6.54428 1.34326 1.53725 0.1 0.2 0.2
C -6.63595 -0.04901 2.18538 -0.5 -0.4 -2.2
C -6.78886 -1.09180 1.01199 2.8 -0.3 1.2
C -5.95448 5.35836 3.17692 0.0 1.1 -1.1
C -4.90149 5.46293 4.30308 -1.2 0.1 0.6
C -5.38912 6.60536 5.25366 -0.5 -2.5 0.7
C -5.59625 7.84236 4.52775 -1.6 3.1 -0.9
C -6.84670 4.49630 0.57187 -1.2 -2.4 1.2
C -8.27678 4.80111 1.11697 0.9 -1.1 -0.8
C -9.08199 5.17542 -0.12703 -0.7 -0.8 0.1
C -10.57896 5.52312 0.14712 0.7 -0.4 -1.0
H -0.26283 5.95631 -0.29925 3.2 -0.3 -0.5
H -1.36929 7.10985 0.29537 -0.1 0.6 -0.1
H -1.73345 6.08296 -1.16592 0.1 0.3 0.7
H -1.13404 5.03943 1.66164 -0.9 -0.3 -0.5
H -1.74146 4.08796 0.22466 0.2 0.2 0.3
H -3.79334 5.82546 0.23350 0.1 -0.6 0.2
H -3.32964 6.07736 1.92591 -0.4 -1.3 -0.9
H -3.57754 3.56355 2.34374 0.3 -0.1 -0.7
H -3.97816 3.29325 0.55857 0.2 -0.2 -0.1
H -7.01790 2.51344 3.26160 1.1 0.2 -0.3
H -5.26226 2.04837 3.11196 -0.3 0.4 0.1
H -5.87672 1.34915 0.66365 0.2 -0.1 0.3
H -7.52416 1.53320 1.09475 -0.1 0.4 0.1
H -7.51055 -0.18382 2.78229 -0.7 0.4 0.6
H -5.81462 -0.24503 2.84899 0.7 -0.3 0.0
H -6.02394 -0.84117 0.24496 -0.7 -0.2 0.1
H -7.75361 -1.18301 0.58139 -0.9 0.3 -0.3
H -6.49705 -2.10156 1.36748 -0.3 0.5 -0.1
H -6.99628 5.38094 3.52418 0.3 -0.8 0.5
H -6.04881 6.33601 2.58719 0.9 -1.2 0.4
H -3.92078 5.72133 3.90282 0.0 -0.1 0.0
H -4.84335 4.50843 4.87017 0.1 0.5 -0.4
H -4.65683 6.81153 6.02027 0.2 -0.4 0.4
H -6.35611 6.24683 5.73097 1.2 0.5 -0.3
H -5.78840 8.71878 5.22952 0.8 -0.9 -0.9
H -6.53054 7.85756 3.93791 0.3 -0.2 0.1
H -4.79598 8.02550 3.78981 -0.1 0.4 0.5
H -6.84676 3.59857 -0.09971 0.0 0.9 0.3
H -6.52569 5.33321 0.03995 1.0 1.3 -0.9
H -8.21652 5.63597 1.80037 -0.3 0.3 0.2
H -8.62692 3.91197 1.66505 -0.3 0.3 -0.2
H -9.04983 4.35717 -0.88692 0.0 0.3 0.7
H -8.44749 5.94777 -0.57157 -0.8 0.5 -0.2
H -10.92298 6.16291 -0.69018 -0.2 -0.5 0.5
H -10.68978 6.07648 1.06326 0.0 0.3 0.4
H -11.19344 4.58769 0.23967 0.6 0.9 -0.3
C -3.84609 1.64615 -6.44710 1.4 1.7 -1.6
C -4.74815 2.82654 -6.85965 -0.1 -0.6 -0.2
C -6.17695 2.45070 -6.50800 0.0 0.4 0.6
N -7.11973 3.63428 -6.52345 -0.9 -0.3 0.6
C -6.97461 4.35947 -7.78518 -0.5 -1.0 -1.4
C -6.83247 4.53990 -5.32872 1.1 -0.3 0.0
C -8.12036 4.70258 -4.58713 0.1 -1.0 1.7
C -8.81705 3.36136 -4.82738 -1.3 0.3 -0.8
C -8.60010 3.20790 -6.32875 0.6 0.0 0.7
H -4.46882 0.79850 -6.44342 -0.4 -1.5 0.0
H -3.49213 1.86296 -5.43577 0.3 -0.4 -0.3
H -3.03551 1.53587 -7.27539 -1.1 0.0 1.9
H -4.61796 3.06341 -7.90795 -0.2 -0.1 -0.3
H -4.48016 3.70607 -6.32502 0.4 0.8 0.6
H -6.12633 2.07576 -5.46050 -0.5 0.0 -0.8
H -6.59299 1.75880 -7.23278 0.0 -0.4 0.2
H -5.95757 4.70393 -7.89786 0.0 0.2 -0.1
H -7.68514 5.16117 -7.77535 -0.2 0.6 -0.1
H -7.25742 3.65824 -8.62354 0.4 0.8 0.8
H -6.52183 5.48482 -5.72925 0.6 0.4 -0.1
H -6.01675 4.06328 -4.72435 -0.7 0.5 -0.4
H -8.69655 5.52383 -4.98621 -0.3 0.3 0.1
H -7.89344 4.83019 -3.50152 -0.4 0.3 -0.8
H -9.91796 3.39357 -4.65425 0.8 -0.1 0.2
H -8.37372 2.53814 -4.28809 0.1 -0.1 0.4
H -9.29751 3.87676 -6.81187 0.4 0.6 -0.5
H -8.77324 2.24768 -6.77194 0.2 -0.7 0.0
C 3.35696 -2.42848 -5.19323 -1.2 -1.5 -0.5
C 2.69173 -1.20875 -5.89178 -1.2 -2.0 -0.8
C 3.28589 0.08319 -5.48909 1.0 2.1 -0.9
N 2.39242 1.30730 -5.64589 0.6 -0.3 -0.4
C 1.30317 1.25172 -4.65126 0.1 -1.6 -0.1
C 1.87587 1.43954 -7.01463 0.6 -1.0 -1.1
C 1.57253 2.89424 -7.26483 1.0 -0.4 -0.6
C 2.44320 3.60551 -6.21782 1.0 1.5 -1.3
C 3.20671 2.56619 -5.49466 0.2 -1.4 2.2
H 2.75817 -3.36957 -5.41593 0.3 1.3 0.1
H 3.32730 -2.39442 -4.09077 0.2 0.5 -0.4
H 4.32721 -2.72786 -5.56729 0.6 0.6 0.1
H 1.61494 -1.33917 -5.63069 0.6 0.5 0.1
H 2.67986 -1.32110 -7.02091 0.4 0.0 1.2
H 4.16635 0.39979 -6.12892 -0.7 -0.9 0.8
H 3.55167 0.16339 -4.45207 0.4 -0.4 0.6
H 0.54742 1.94490 -4.89220 -0.6 1.3 0.0
H 1.77834 1.33947 -3.68985 -0.2 0.5 0.5
H 0.80301 0.27755 -4.68121 0.3 -0.1 -0.1
H 1.05762 0.76187 -7.03536 -0.9 -0.4 -0.6
H 2.62846 1.10089 -7.75780 -0.2 -0.1 0.8
H 0.52743 3.01481 -7.15133 -1.0 0.8 0.2
H 1.85736 3.12518 -8.31433 -0.3 0.1 0.8
H 1.89212 4.03643 -5.43425 -1.2 1.3 0.5
H 3.11749 4.38758 -6.69235 -0.9 -0.9 0.8
H 3.33878 2.67805 -4.38915 -0.2 0.5 -0.8
H 4.16808 2.32018 -5.85313 1.1 -0.1 -0.9
C 2.99149 -2.03018 -0.06076 2.2 0.3 -0.9
C 1.96134 -1.07217 0.36952 -1.4 -0.6 1.4
C 1.18473 -0.56286 -0.79229 -1.0 -0.2 -1.9
N -0.15418 0.11921 -0.48206 1.4 0.3 -0.1
C 0.11048 1.41204 0.28205 -1.3 -2.0 1.0
C -1.09840 -0.77862 0.30125 0.0 0.1 -2.5
C -2.44352 -0.11362 0.01517 0.6 -0.6 -0.2
C -2.30657 0.47453 -1.41058 -0.9 1.1 -0.6
C -0.83301 0.45761 -1.79094 0.0 -1.1 0.9
H 3.73759 -1.46868 -0.67379 -0.6 -0.8 -0.3
H 2.54140 -2.88468 -0.54314 0.2 -0.2 -0.5
H 3.62411 -2.39496 0.74099 -0.2 -0.1 0.5
H 2.41351 -0.25586 0.87745 0.4 0.8 0.7
H 1.34704 -1.66448 1.08198 -0.1 0.7 -0.2
H 0.89110 -1.38099 -1.51242 0.4 0.7 0.7
H 1.77745 0.18592 -1.37809 -0.4 -0.6 0.5
H 0.94755 1.88762 -0.17696 0.7 0.4 -0.1
H 0.25833 1.00463 1.30289 0.4 1.0 -0.4
H -0.78772 2.03794 0.28660 0.2 -0.2 -0.2
H -0.73138 -0.81259 1.29904 -0.1 -0.2 0.8
H -1.10212 -1.79306 -0.18619 0.4 0.9 0.5
H -2.64402 0.64267 0.75727 -0.3 0.3 0.1
H -3.17332 -0.89770 0.08015 -0.7 -0.1 0.0
H -2.63876 1.50654 -1.40861 -0.1 0.4 0.3
H -2.98325 0.08465 -2.19809 0.6 -0.5 0.6
H -0.36758 1.32253 -2.21544 -0.1 1.1 0.3
H -0.52727 -0.29713 -2.47389 -0.3 -1.1 -0.5
C -6.06944 1.36217 -2.55976 1.5 1.0 0.2
C -5.12214 2.60192 -2.43312 0.5 0.7 -1.7
O -5.02783 3.11550 -1.29237 0.0 -0.4 -0.1
O -4.49266 2.99935 -3.48654 -1.3 -0.9 1.4
H -5.42693 0.53860 -2.36633 0.8 -1.0 0.3
H -6.42668 1.13308 -3.54732 -0.7 0.4 -0.3
H -6.74831 1.35548 -1.73675 -1.0 0.1 0.1
C 0.70625 -4.01106 -2.92946 1.3 -1.1 -2.0
C 0.38321 -2.94842 -3.97107 -1.1 -1.1 -1.3
O 0.17709 -3.38012 -5.15543 0.6 0.5 0.7
O 0.26619 -1.76591 -3.60893 0.3 0.6 0.2
H 0.39539 -5.01675 -3.30280 0.0 0.8 0.6
H 0.37607 -3.76460 -1.97688 -1.1 0.3 1.7
H 1.79664 -4.05978 -2.81921 0.1 0.0 -0.2
Br 3.08271 2.41913 -1.62765 0.3 0.2 0.0
```
Forces are in eV/Å.

Values from the calculation:
- LUMO energy: -9.20 eV
- Multiplicity: 1
- Total energy: -218528.72058 eV
- M: 1620.5 g mol⁻¹
- Charge: +4
- Frontier orbital gap: 0.9 eV